# 1
{"formula": "C16H37FNO3P", "method": "ωB97M-V with the def2-TZVPD basis set", "energy_ha": -1353.382097, "fmax_ev_per_a": 3.7, "multiplicity": 1, "smiles": "CC(=O)N(C)CCCC[PH2](CCCO)[C@@H](C)F.CCOCC", "homo_lumo_gap_ev": 8.581, "e_lumo_ev": 0.5195, "total_charge": 0, "elements": ["C", "C", "O", "N", "C", "C", "C", "C", "C", "P", "C", "C", "C", "O", "C", "C", "F", "H", "H", "H", "H", "H", "H", "H", "H", "H", "H", "H", "H", "H", "H", "H", "H", "H", "H", "H", "H", "H", "H", "H", "H", "H", "H", "H", "C", "C", "O", "C", "C", "H", "H", "H", "H", "H", "H", "H", "H", "H", "H"], "coordinates": [[5.855941, -2.159369, 1.251219], [5.975343, -0.846080, 0.505633], [7.021427, -0.469023, 0.150851], [4.767423, -0.116012, 0.270779], [4.980440, 1.334064, 0.460177], [4.257083, -0.372384, -1.096655], [3.647037, -1.757584, -1.263875], [2.196338, -1.891935, -0.789602], [1.955994, -1.361380, 0.625677], [0.210453, -1.508763, 1.217852], [0.002693, 0.363814, 1.470310], [0.103133, 1.257493, 0.222525], [-0.693523, 0.797167, -0.977315], [-2.039761, 0.533468, -0.618242], [0.201951, -3.440529, 1.061648], [-0.438750, -3.931872, -0.244689], [1.451429, -4.039198, 1.235989], [5.928952, -2.941964, 0.503706], [6.620647, -2.254911, 2.005378], [4.854542, -2.226271, 1.658005], [5.937941, 1.559632, 0.908661], [4.205926, 1.719249, 1.122904], [4.886841, 1.871610, -0.477536], [5.117205, -0.300135, -1.770992], [3.517343, 0.370668, -1.356331], [3.639116, -1.959924, -2.333241], [4.260861, -2.541859, -0.843200], [1.938106, -2.939537, -0.869813], [1.572018, -1.384400, -1.523447], [2.280221, -0.332441, 0.613480], [2.662912, -1.863752, 1.271350], [0.019223, -1.671031, 2.628316], [-0.972296, -1.508234, 0.417537], [-0.910848, 0.579367, 2.017652], [0.812782, 0.668139, 2.136951], [-0.290685, 2.236424, 0.497935], [1.135012, 1.445565, -0.052636], [-0.634704, 1.549596, -1.765423], [-0.226595, -0.096446, -1.395429], [-2.325318, -0.207880, -1.166978], [-0.432276, -3.827876, 1.857464], [-0.549222, -3.136952, -0.979179], [0.255847, -4.643945, -0.679661], [-1.384168, -4.428496, -0.077461], [-7.831945, 2.220566, -0.487023], [-7.099264, 3.439501, -1.023766], [-6.310747, 4.102515, -0.054785], [-5.255550, 3.342480, 0.509850], [-4.213603, 2.889143, -0.498653], [-8.386162, 2.474929, 0.417550], [-8.529294, 1.838715, -1.233697], [-7.141221, 1.413864, -0.234872], [-7.829963, 4.175113, -1.362530], [-6.492326, 3.174585, -1.897116], [-5.655037, 2.486351, 1.065375], [-4.782827, 3.996601, 1.243503], [-4.617084, 2.144721, -1.187381], [-3.363326, 2.439536, 0.007935], [-3.865685, 3.735310, -1.094688]], "forces_ev_per_a": [[-1.112, 0.343, -0.572], [-2.249, -1.562, 1.078], [3.199, 1.476, -1.029], [-0.323, 0.725, 0.026], [-0.509, -0.108, 0.122], [0.695, -1.105, 0.461], [-0.489, 0.229, -0.354], [0.221, -0.162, -0.136], [0.173, -0.048, -0.953], [0.162, 0.396, 1.050], [0.636, 0.131, -0.366], [-0.770, 0.367, 0.609], [0.620, -0.181, -0.207], [0.030, -0.340, -0.188], [-1.082, -0.175, -0.664], [0.928, 0.029, 0.079], [0.363, -0.030, 0.105], [0.335, -0.329, 0.025], [0.238, -0.044, 0.087], [-0.021, -0.160, 0.393], [0.234, -0.054, -0.023], [-0.112, 0.017, 0.064], [0.250, 0.146, -0.210], [-0.123, 0.314, -0.311], [-0.155, 0.343, 0.020], [0.035, -0.085, -0.211], [0.245, -0.080, 0.320], [-0.128, -0.251, 0.092], [-0.193, 0.264, 0.011], [-0.223, 0.395, 0.291], [-0.194, -0.314, 0.469], [0.098, 0.030, -0.144], [0.079, -0.232, -0.116], [-0.353, -0.220, -0.055], [0.098, -0.038, 0.201], [0.009, 0.230, 0.030], [0.266, -0.167, -0.255], [-0.140, 0.177, -0.068], [-0.036, -0.229, -0.051], [-0.189, 0.235, 0.189], [0.084, 0.127, 0.454], [-0.229, 0.139, -0.087], [-0.025, -0.295, -0.128], [-0.258, -0.004, -0.061], [0.157, -0.096, 0.077], [-0.095, -0.044, -0.047], [-0.043, 0.155, 0.066], [0.139, -0.021, -0.021], [-0.208, 0.060, -0.082], [-0.043, 0.039, -0.043], [-0.005, 0.025, -0.001], [-0.024, -0.023, -0.043], [0.066, 0.078, 0.061], [0.001, -0.062, 0.012], [0.013, -0.036, -0.035], [-0.104, 0.079, -0.019], [0.065, -0.055, 0.031], [-0.013, -0.032, 0.000], [0.008, 0.031, 0.056]]}

=====

# 2
{"formula": "C16H37N3OS2Si2W", "method": "ωB97M-V with the def2-TZVPD basis set", "energy_ha": -2313.336367, "fmax_ev_per_a": 0.7, "multiplicity": 1, "de_lowest_kcal_mol": 2.0, "homo_lumo_gap_ev": [7.142, 7.140], "e_lumo_ev": [-6.5518, -6.5496], "total_charge": 2, "elements": ["W", "S", "C", "N", "C", "C", "S", "H", "H", "H", "H", "H", "C", "C", "C", "O", "H", "H", "H", "H", "H", "H", "H", "C", "Si", "C", "C", "C", "Si", "C", "C", "C", "H", "H", "H", "H", "H", "H", "H", "H", "H", "H", "H", "H", "H", "H", "H", "H", "H", "H", "H", "C", "N", "C", "C", "N", "H", "H", "H", "H", "H", "H"], "coordinates": [[0.422301, 0.101169, 0.297589], [2.179637, 1.332339, -1.047439], [2.704638, 2.732827, -0.224120], [3.630151, 3.525175, -0.712184], [4.130008, 4.590474, 0.163779], [3.039480, 4.811302, 1.211062], [2.120553, 3.234383, 1.310994], [4.081163, 3.307414, -1.590735], [4.309280, 5.490888, -0.419504], [5.069471, 4.268665, 0.616076], [2.340772, 5.593503, 0.923530], [3.453226, 5.039055, 2.189275], [3.446552, -1.789661, 1.391778], [2.547521, -1.074988, 2.373794], [1.806450, -1.987505, 3.322166], [1.541337, -0.328615, 1.612818], [4.210204, -2.343774, 1.936826], [3.944014, -1.086469, 0.724390], [2.868919, -2.502574, 0.799428], [3.093001, -0.303022, 2.918623], [1.232752, -2.730637, 2.765963], [1.136747, -1.424459, 3.970701], [2.527136, -2.510250, 3.950711], [-1.271304, 1.863848, -1.096721], [-2.147733, 1.632292, 0.582413], [-1.657610, 2.909555, 1.846905], [-3.960919, 1.807303, 0.219498], [-1.433261, -0.046462, 1.062684], [-2.480840, -1.589323, 0.519698], [-3.029017, -1.473115, -1.265807], [-1.441243, -3.122095, 0.785977], [-3.951697, -1.607704, 1.655629], [-1.398760, 2.926031, -1.336071], [-1.779824, 1.299523, -1.881162], [-0.183407, 1.755281, -1.261487], [-1.825128, 3.919526, 1.466586], [-0.614046, 2.830298, 2.158694], [-2.277799, 2.794505, 2.738910], [-4.104051, 2.814564, -0.183183], [-4.565840, 1.735549, 1.124200], [-4.349764, 1.103434, -0.513174], [-1.309267, -0.176785, 2.149459], [-2.240872, -1.204422, -1.971137], [-3.848447, -0.767840, -1.397813], [-3.411931, -2.454777, -1.558112], [-0.445069, -3.052500, 0.340210], [-1.943643, -3.994247, 0.360710], [-1.315843, -3.318164, 1.853303], [-4.599161, -0.745582, 1.494813], [-3.646902, -1.614793, 2.703718], [-4.548939, -2.506027, 1.481582], [0.066175, -3.767580, -3.337919], [0.394582, -2.332410, -3.430299], [0.631954, -1.764599, -4.770365], [0.411665, -1.596384, -2.386294], [0.401487, -0.965146, -1.397651], [0.842174, -4.335795, -3.847186], [-0.895477, -3.945687, -3.816386], [0.021797, -4.063012, -2.293244], [1.451938, -2.305775, -5.238153], [0.891000, -0.714046, -4.678212], [-0.270288, -1.872682, -5.370132]], "forces_ev_per_a": [[0.437, -0.536, 0.129], [-0.036, 0.117, -0.044], [0.021, -0.024, 0.036], [-0.030, -0.007, 0.017], [0.013, 0.021, 0.006], [0.007, 0.002, 0.002], [0.041, 0.010, 0.005], [-0.009, 0.009, -0.010], [0.017, 0.000, 0.010], [-0.016, -0.016, 0.000], [-0.007, -0.014, -0.010], [0.000, 0.017, -0.006], [-0.012, 0.001, 0.014], [0.185, 0.068, -0.047], [0.000, 0.012, -0.018], [-0.383, -0.248, -0.095], [0.002, 0.007, -0.004], [-0.003, 0.007, -0.003], [-0.002, -0.010, 0.012], [-0.003, -0.023, -0.005], [0.002, -0.002, -0.001], [0.000, 0.005, 0.002], [0.000, 0.001, -0.002], [-0.065, 0.277, -0.126], [0.092, 0.159, -0.259], [0.041, -0.016, -0.022], [-0.013, -0.055, 0.091], [-0.145, 0.292, 0.131], [0.029, 0.005, -0.003], [0.039, -0.011, -0.003], [0.021, 0.012, 0.014], [-0.001, -0.019, -0.010], [-0.003, -0.010, 0.001], [-0.002, -0.049, 0.026], [-0.213, -0.126, 0.059], [-0.009, 0.004, 0.000], [-0.067, -0.006, -0.032], [-0.007, -0.007, 0.012], [-0.015, -0.004, 0.002], [-0.005, -0.011, 0.016], [0.003, -0.005, -0.004], [-0.017, -0.026, -0.009], [0.004, -0.007, 0.025], [0.001, 0.010, -0.009], [-0.002, -0.001, -0.004], [-0.038, -0.004, -0.017], [-0.012, -0.007, 0.009], [0.029, 0.015, 0.005], [-0.012, 0.014, -0.001], [0.004, -0.005, 0.002], [0.004, -0.003, -0.008], [0.019, -0.016, 0.000], [-0.010, 0.036, 0.015], [-0.005, -0.008, -0.003], [-0.056, -0.126, -0.020], [0.203, 0.302, 0.139], [-0.003, 0.000, 0.008], [0.003, -0.006, -0.004], [-0.014, 0.000, -0.007], [0.001, 0.004, -0.005], [-0.004, 0.005, -0.004], [0.002, -0.004, 0.004]]}

=====

# 3
{"formula": "C16H38AsIrN6O5Si2", "method": "ωB97M-V with the def2-TZVPD basis set", "energy_ha": -4256.255368, "fmax_ev_per_a": 0.8, "multiplicity": 2, "de_lowest_kcal_mol": 14.8, "s2": 0.76, "homo_lumo_gap_ev": [7.097, 6.792], "e_lumo_ev": [-3.3043, -3.6719], "total_charge": 1, "elements": ["Ir", "N", "C", "C", "O", "N", "C", "C", "O", "O", "H", "H", "H", "H", "H", "H", "N", "C", "C", "C", "C", "N", "C", "N", "N", "C", "O", "O", "H", "H", "H", "H", "H", "H", "H", "H", "H", "H", "H", "H", "H", "H", "C", "Si", "C", "C", "As", "Si", "C", "C", "C", "H", "H", "H", "H", "H", "H", "H", "H", "H", "H", "H", "H", "H", "H", "H", "H", "H", "H"], "coordinates": [[-0.373575, -0.259447, -0.186441], [0.557151, -1.131263, -1.844161], [-0.404968, -2.101447, -2.434210], [-1.491036, -2.505614, -1.439765], [-2.116392, -3.531172, -1.552667], [-1.726324, -1.539729, -0.490392], [-2.798330, -1.634997, 0.482030], [-2.533648, -0.649837, 1.617117], [-3.291483, -0.556837, 2.547158], [-1.423178, 0.067731, 1.511081], [0.929647, -0.482505, -2.531342], [1.353383, -1.650939, -1.485587], [0.088930, -2.987527, -2.825172], [-0.925170, -1.606281, -3.251209], [-2.858716, -2.642951, 0.896504], [-3.766592, -1.410370, 0.031946], [1.250550, -0.065666, 1.387533], [1.454157, 1.380311, 1.636239], [2.720638, 1.663774, 2.456194], [4.064483, 1.376725, 1.749060], [4.897572, 2.631697, 1.486073], [4.234821, 3.533766, 0.553972], [4.376416, 3.522606, -0.767782], [5.528684, 3.132447, -1.335139], [3.349080, 3.918632, -1.510801], [1.445155, 2.090151, 0.280390], [1.505040, 3.332385, 0.270660], [1.371295, 1.335810, -0.731287], [0.840657, -0.493106, 2.213827], [2.135183, -0.523608, 1.190664], [0.586197, 1.728763, 2.199015], [2.653918, 1.064461, 3.366297], [2.680157, 2.703982, 2.786741], [3.902036, 0.857764, 0.797495], [4.675812, 0.715499, 2.365225], [5.888721, 2.367170, 1.121946], [5.041869, 3.178820, 2.418526], [3.296204, 3.811437, 0.839162], [6.375759, 3.127117, -0.795438], [5.628724, 3.171816, -2.334209], [2.420967, 3.826695, -1.077188], [3.425824, 3.945880, -2.512376], [-2.471148, 2.976751, 2.045848], [-3.270757, 2.584858, 0.411132], [-3.543307, 4.219472, -0.474038], [-4.884764, 1.662426, 0.563810], [-1.644156, 1.705177, -1.115157], [-2.910507, 0.958420, -2.982353], [-4.016053, -0.532497, -2.766249], [-4.000405, 2.392826, -3.489639], [-1.634738, 0.727577, -4.354241], [-3.126861, 3.658411, 2.595194], [-1.523034, 3.493227, 1.875288], [-2.300075, 2.096217, 2.660324], [-4.252165, 4.808129, 0.116173], [-3.958560, 4.119105, -1.474847], [-2.615025, 4.789596, -0.540814], [-5.594677, 2.276214, 1.124440], [-4.781254, 0.717376, 1.097011], [-5.317921, 1.471902, -0.420360], [-4.675130, -0.395273, -1.906354], [-3.503711, -1.485771, -2.645993], [-4.652392, -0.616564, -3.651803], [-4.827278, 2.548644, -2.795992], [-4.432051, 2.168585, -4.469257], [-3.440209, 3.324473, -3.581093], [-1.959676, 0.012291, -5.113347], [-0.656248, 0.424749, -3.981323], [-1.488741, 1.691014, -4.847630]], "forces_ev_per_a": [[-0.040, 0.797, -0.213], [0.099, -0.268, 0.006], [-0.051, 0.054, -0.022], [-0.018, 0.006, -0.043], [-0.084, -0.005, 0.002], [0.085, -0.138, 0.216], [-0.004, -0.065, 0.020], [0.017, -0.079, 0.035], [0.030, 0.035, 0.064], [-0.043, 0.068, -0.058], [-0.109, 0.089, 0.019], [0.102, 0.074, -0.098], [0.001, -0.020, 0.026], [-0.010, -0.015, -0.105], [-0.013, -0.006, -0.026], [-0.012, 0.027, -0.013], [0.037, -0.188, 0.152], [0.096, -0.043, 0.025], [-0.041, -0.007, 0.014], [-0.011, -0.041, 0.025], [0.017, -0.012, 0.114], [-0.069, 0.081, 0.149], [-0.158, 0.062, -0.330], [0.037, -0.009, 0.038], [0.454, -0.068, -0.194], [-0.204, -0.095, 0.028], [-0.001, -0.023, 0.202], [-0.111, -0.081, 0.170], [0.046, -0.018, 0.018], [-0.004, 0.015, -0.028], [-0.037, -0.003, -0.042], [0.005, 0.051, 0.025], [-0.021, 0.016, -0.017], [0.023, 0.014, -0.023], [-0.031, -0.036, -0.010], [-0.024, -0.015, -0.042], [0.045, -0.014, -0.008], [0.019, 0.008, -0.037], [0.017, 0.013, 0.004], [-0.006, 0.005, 0.005], [-0.235, 0.062, 0.058], [0.066, 0.049, -0.002], [0.006, 0.003, 0.027], [0.009, 0.021, -0.068], [-0.037, -0.003, 0.039], [0.028, -0.072, -0.043], [0.119, -0.227, -0.072], [-0.003, 0.073, -0.072], [0.000, -0.032, 0.058], [-0.006, 0.002, 0.010], [-0.051, 0.006, 0.022], [0.010, 0.011, -0.010], [0.020, -0.005, 0.020], [-0.014, -0.043, -0.012], [0.014, 0.002, 0.006], [0.003, 0.007, 0.014], [0.007, -0.002, -0.001], [0.007, 0.018, 0.002], [-0.015, 0.028, -0.001], [-0.023, 0.004, 0.000], [-0.007, 0.003, -0.016], [0.024, -0.014, 0.000], [0.012, 0.011, -0.010], [-0.008, 0.002, -0.002], [0.017, -0.020, -0.002], [-0.010, 0.004, 0.002], [-0.006, -0.006, 0.014], [0.038, -0.042, -0.005], [0.006, -0.007, -0.006]]}